{"formula": "C14H31AgN3NbO2", "method": "ωB97M-V/def2-TZVPD", "de_lowest_kcal_mol": 0.0, "e_tot_ha": -1070.189585, "homo_ev": [-16.13, -16.13], "homo_lumo_gap_ev": [7.855, 7.856], "charge": 2, "symbols": ["N", "C", "O", "Ag", "Nb", "N", "N", "C", "C", "C", "C", "C", "C", "C", "C", "H", "H", "H", "H", "H", "H", "H", "H", "H", "H", "H", "H", "H", "H", "H", "H", "H", "H", "C", "H", "H", "H", "C", "H", "H", "H", "C", "C", "C", "O", "H", "H", "H", "H", "H", "H", "H"], "coordinates": [[-0.507, -1.451, 1.130], [-0.411, -1.997, 2.206], [-0.352, -2.542, 3.250], [-1.595, -2.106, -1.602], [-0.211, 0.062, -0.151], [-2.030, 0.919, -0.206], [0.379, -0.996, -1.764], [-2.736, 1.436, 0.994], [1.265, -2.078, -2.262], [-3.753, 0.391, 1.446], [-3.465, 2.733, 0.631], [-1.753, 1.698, 2.127], [0.725, -2.517, -3.627], [2.701, -1.573, -2.391], [1.209, -3.244, -1.283], [-4.504, 0.191, 0.673], [-4.278, 0.753, 2.339], [-3.258, -0.555, 1.694], [-2.777, 3.453, 0.178], [-3.882, 3.180, 1.541], [-4.296, 2.562, -0.062], [-1.279, 0.776, 2.492], [-2.316, 2.124, 2.969], [-0.983, 2.426, 1.842], [-0.339, -2.800, -3.567], [1.282, -3.397, -3.976], [0.828, -1.711, -4.365], [2.794, -0.816, -3.178], [3.353, -2.414, -2.667], [3.062, -1.157, -1.440], [1.531, -2.931, -0.283], [1.876, -4.041, -1.650], [0.199, -3.682, -1.203], [0.365, 0.258, -2.595], [0.058, 1.150, -1.969], [1.365, 0.469, -2.994], [-0.351, 0.173, -3.428], [-2.886, 0.790, -1.409], [-2.917, 1.736, -1.973], [-2.502, 0.005, -2.088], [-3.912, 0.507, -1.123], [3.194, -0.301, 1.945], [2.035, 0.642, 2.165], [2.414, 2.055, 2.553], [1.230, 0.718, 0.923], [3.859, 0.074, 1.157], [2.852, -1.303, 1.670], [3.786, -0.402, 2.863], [1.380, 0.235, 2.951], [3.058, 2.511, 1.792], [1.528, 2.684, 2.685], [2.956, 2.034, 3.505]], "nbo_charge": [-0.885, 0.900, -0.412, 0.962, 1.953, -0.616, -0.752, 0.108, 0.110, -0.620, -0.630, -0.641, -0.611, -0.639, -0.613, 0.213, 0.256, 0.211, 0.225, 0.251, 0.223, 0.212, 0.268, 0.230, 0.172, 0.266, 0.231, 0.220, 0.261, 0.230, 0.232, 0.267, 0.178, -0.435, 0.198, 0.272, 0.251, -0.429, 0.249, 0.154, 0.245, -0.637, 0.108, -0.628, -0.695, 0.225, 0.209, 0.259, 0.192, 0.228, 0.224, 0.251]}

---

{"formula": "C14H31AlBrN6O3S", "method": "ωB97M-V/def2-TZVPD", "e_tot_ha": -4320.871831, "homo_ev": -4.56, "homo_lumo_gap_ev": 6.244, "charge": -1, "symbols": ["Br", "C", "C", "C", "Al", "C", "C", "C", "C", "C", "C", "C", "S", "C", "N", "N", "C", "O", "H", "H", "H", "H", "H", "H", "H", "H", "H", "H", "H", "H", "H", "H", "H", "H", "H", "H", "H", "H", "H", "H", "H", "C", "O", "N", "N", "H", "H", "H", "H", "C", "O", "N", "N", "H", "H", "H", "H"], "coordinates": [[1.767, 0.985, 7.512], [0.200, 1.671, 6.503], [-1.016, 0.625, 6.381], [-0.666, -0.671, 5.488], [-0.432, -0.247, 3.495], [-1.816, -1.212, 2.278], [-0.986, -1.795, 1.029], [-1.640, -1.493, -0.414], [-0.516, -0.913, -1.433], [-0.863, 0.635, -1.683], [0.405, 1.629, -1.470], [1.149, 1.812, -2.875], [2.056, 0.308, -3.475], [3.641, 0.085, -2.589], [4.956, 0.457, -3.047], [5.896, 0.093, -2.131], [5.187, -0.522, -1.042], [3.794, -0.532, -1.304], [-0.207, 2.574, 7.088], [0.540, 2.090, 5.494], [-1.919, 1.159, 5.933], [-1.226, 0.265, 7.452], [-1.420, -1.507, 5.708], [0.351, -1.059, 5.881], [-0.492, 1.306, 3.154], [1.022, -0.814, 3.072], [-2.674, -0.533, 1.952], [-2.311, -2.101, 2.830], [0.042, -1.288, 1.034], [-0.814, -2.921, 1.085], [-2.568, -0.835, -0.364], [-1.990, -2.492, -0.877], [-0.597, -1.523, -2.400], [0.550, -1.084, -1.037], [-1.294, 0.726, -2.751], [-1.699, 1.034, -0.999], [1.074, 1.310, -0.609], [-0.071, 2.651, -1.220], [0.323, 2.013, -3.655], [1.799, 2.760, -2.884], [5.597, -0.987, -0.088], [2.505, -4.394, -3.756], [2.217, -5.529, -4.105], [1.728, -3.320, -4.042], [3.629, -4.108, -3.051], [1.949, -2.381, -3.764], [0.885, -3.490, -4.564], [4.232, -4.878, -2.818], [3.883, -3.183, -2.755], [-3.892, 3.576, -1.686], [-3.005, 3.277, -0.905], [-5.186, 3.725, -1.303], [-3.663, 3.785, -3.009], [-5.930, 3.970, -1.929], [-5.395, 3.578, -0.329], [-2.715, 3.683, -3.332], [-4.378, 4.031, -3.668]], "nbo_charge": [-0.070, -0.428, -0.418, -0.965, 1.151, -0.961, -0.409, -0.399, -0.418, -0.418, -0.427, -0.516, 0.216, 0.234, -0.257, -0.270, 0.253, -0.420, 0.202, 0.240, 0.206, 0.182, 0.202, 0.206, -0.427, -0.431, 0.195, 0.191, 0.197, 0.194, 0.199, 0.181, 0.188, 0.210, 0.179, 0.248, 0.236, 0.229, 0.231, 0.231, 0.234, 0.770, -0.677, -0.844, -0.846, 0.396, 0.405, 0.404, 0.389, 0.767, -0.647, -0.849, -0.851, 0.381, 0.413, 0.407, 0.382]}

---

{"formula": "C14H31AlCl8NO3", "method": "ωB97M-V/def2-TZVPD", "e_tot_ha": -4756.483383, "homo_ev": -4.09, "homo_lumo_gap_ev": 6.019, "charge": -1, "symbols": ["C", "C", "C", "N", "Al", "C", "C", "O", "C", "O", "C", "C", "O", "C", "C", "H", "H", "H", "H", "H", "H", "H", "H", "H", "H", "H", "H", "H", "H", "H", "H", "H", "H", "H", "H", "H", "H", "H", "C", "Cl", "Cl", "H", "H", "C", "Cl", "Cl", "H", "H", "C", "Cl", "Cl", "H", "H", "C", "Cl", "Cl", "H", "H"], "coordinates": [[-1.500, 0.833, 1.585], [-1.045, -0.429, 0.843], [-1.891, -0.751, -0.389], [-1.813, 0.198, -1.502], [-0.051, 0.522, -2.167], [-0.091, 1.817, -3.774], [0.572, 3.170, -3.420], [0.169, 3.568, -2.097], [1.106, 4.191, -1.379], [2.244, 3.908, -1.309], [0.844, -1.262, -2.687], [2.031, -1.456, -1.792], [2.655, -2.751, -1.923], [3.749, -2.866, -1.029], [3.534, -4.013, -0.058], [-1.129, 0.795, 2.607], [-1.050, 1.700, 1.111], [-2.584, 0.926, 1.572], [0.016, -0.378, 0.637], [-1.172, -1.268, 1.539], [-2.935, -0.833, -0.054], [-1.603, -1.751, -0.718], [-2.193, 1.069, -1.135], [0.856, 1.133, -0.969], [-1.130, 2.054, -4.007], [0.429, 1.341, -4.602], [1.645, 3.042, -3.512], [0.242, 3.901, -4.161], [0.711, 5.036, -0.800], [1.157, -1.180, -3.728], [0.145, -2.087, -2.567], [1.700, -1.356, -0.753], [2.735, -0.637, -1.959], [4.647, -3.026, -1.629], [3.869, -1.954, -0.450], [4.463, -4.194, 0.477], [2.728, -3.764, 0.621], [3.271, -4.917, -0.601], [-3.408, -1.626, 3.500], [-4.874, -0.924, 2.810], [-2.741, -2.897, 2.476], [-2.665, -0.842, 3.607], [-3.648, -2.053, 4.467], [-1.423, 7.207, -2.241], [-0.770, 7.020, -0.611], [-0.270, 8.001, -3.322], [-1.651, 6.223, -2.635], [-2.322, 7.810, -2.188], [7.512, -3.332, 2.079], [6.867, -3.246, 0.438], [6.258, -3.742, 3.257], [8.281, -4.095, 2.113], [7.930, -2.366, 2.339], [-7.750, -1.959, 5.733], [-8.569, -1.398, 4.270], [-6.012, -1.656, 5.668], [-8.163, -1.433, 6.585], [-7.913, -3.025, 5.834]], "nbo_charge": [-0.625, -0.422, -0.208, -1.127, 1.490, -0.976, -0.083, -0.533, 0.665, -0.572, -0.976, -0.067, -0.567, -0.058, -0.628, 0.184, 0.221, 0.192, 0.219, 0.177, 0.153, 0.177, 0.336, -0.471, 0.198, 0.209, 0.190, 0.152, 0.094, 0.196, 0.205, 0.151, 0.161, 0.151, 0.169, 0.197, 0.205, 0.201, -0.401, -0.023, -0.009, 0.230, 0.211, -0.396, -0.018, -0.030, 0.236, 0.216, -0.398, -0.007, -0.026, 0.215, 0.219, -0.394, -0.021, -0.023, 0.217, 0.219]}

---

{"formula": "C14H31AuN3SSi2Te", "method": "ωB97M-V/def2-TZVPD", "de_lowest_kcal_mol": 0.0, "e_tot_ha": -2097.114648, "homo_ev": -11.01, "homo_lumo_gap_ev": 8.865, "charge": 1, "symbols": ["Au", "C", "C", "N", "H", "H", "H", "C", "Si", "C", "C", "C", "Te", "C", "Si", "C", "C", "C", "H", "H", "H", "H", "H", "H", "H", "H", "H", "H", "H", "H", "H", "H", "H", "H", "H", "H", "H", "H", "H", "H", "C", "N", "C", "C", "N", "C", "S", "H", "H", "H", "H", "H", "H"], "coordinates": [[1.087, -1.055, 0.118], [-1.895, -5.082, -2.124], [-1.515, -4.090, -1.128], [-1.226, -3.300, -0.348], [-2.980, -5.124, -2.203], [-1.517, -6.060, -1.832], [-1.474, -4.811, -3.091], [2.420, 4.471, -3.155], [1.249, 3.034, -3.355], [-0.507, 3.635, -3.571], [1.746, 1.943, -4.785], [1.362, 1.996, -1.773], [-0.007, 0.360, -1.739], [-1.581, 1.409, -0.753], [-1.535, 1.573, 1.138], [-1.946, -0.095, 1.876], [-2.855, 2.815, 1.583], [0.131, 2.185, 1.726], [2.411, 5.102, -4.046], [3.446, 4.130, -3.002], [2.142, 5.096, -2.304], [-0.583, 4.238, -4.479], [-0.827, 4.264, -2.737], [-1.218, 2.811, -3.675], [1.742, 2.509, -5.718], [1.061, 1.102, -4.910], [2.753, 1.542, -4.648], [1.164, 2.568, -0.866], [2.355, 1.556, -1.669], [-2.497, 0.897, -1.057], [-1.589, 2.383, -1.246], [-2.961, -0.391, 1.603], [-1.877, -0.073, 2.965], [-1.260, -0.865, 1.517], [-3.841, 2.496, 1.238], [-2.647, 3.793, 1.144], [-2.908, 2.944, 2.666], [0.957, 1.576, 1.353], [0.160, 2.148, 2.817], [0.304, 3.223, 1.434], [2.721, -3.470, 4.572], [1.464, -3.605, 3.851], [0.334, -4.269, 4.298], [-0.610, -4.135, 3.347], [-0.048, -3.386, 2.333], [1.214, -3.063, 2.646], [2.356, -2.149, 1.752], [2.701, -4.144, 5.424], [2.850, -2.445, 4.915], [3.550, -3.736, 3.920], [0.313, -4.775, 5.247], [-1.618, -4.505, 3.297], [-0.469, -3.171, 1.431]], "nbo_charge": [0.300, -0.731, 0.389, -0.438, 0.270, 0.270, 0.270, -1.114, 1.635, -1.127, -1.123, -1.127, 0.686, -1.136, 1.649, -1.119, -1.116, -1.130, 0.251, 0.246, 0.244, 0.256, 0.239, 0.235, 0.253, 0.240, 0.244, 0.254, 0.258, 0.256, 0.256, 0.244, 0.247, 0.225, 0.244, 0.244, 0.249, 0.238, 0.252, 0.243, -0.409, -0.334, -0.057, -0.069, -0.527, 0.275, -0.249, 0.226, 0.229, 0.234, 0.242, 0.245, 0.469]}